{
  "formula": "C42H67F6N4O20S2",
  "method": "ωB97M-V/def2-TZVPD",
  "symbols": ["H", "H", "C", "H", "H", "C", "O", "H", "H", "O", "C", "H", "H", "C", "H", "H", "H", "C", "H", "H", "C", "F", "C", "O", "C", "H", "H", "F", "H", "O", "C", "H", "H", "O", "C", "C", "O", "O", "O", "F", "H", "C", "H", "H", "O", "O", "H", "H", "O", "O", "H", "H", "C", "H", "H", "C", "O", "H", "H", "C", "F", "H", "C", "H", "C", "N", "N", "H", "O", "O", "C", "H", "O", "C", "H", "H", "H", "C", "C", "H", "H", "C", "C", "H", "H", "H", "C", "H", "C", "C", "S", "O", "N", "H", "C", "H", "C", "C", "O", "O", "C", "C", "H", "H", "C", "H", "H", "C", "C", "H", "F", "H", "H", "H", "H", "H", "F", "H", "C", "H", "C", "N", "C", "S", "H", "H", "H", "O", "C", "H", "H", "H", "H", "C", "H", "C", "H", "C", "H", "H", "C"],
  "positions_angstrom": [[2.1291, -0.9493, -3.3293], [-3.9257, -0.0334, 0.7686], [-5.8493, 0.9038, 1.2862], [-0.9245, 5.3661, -0.8834], [-1.7965, -6.7541, -2.4039], [-2.5572, -3.5081, 4.9950], [3.1998, -0.3845, 2.0708], [0.3070, -0.4633, 3.0598], [4.0686, -3.4851, 2.3035], [-3.2871, -4.6872, 4.7184], [1.4482, -6.8202, -1.3404], [-0.6789, -4.5894, -2.0892], [-6.1130, 1.6501, 0.5542], [-0.4939, 6.6786, -2.5565], [5.1812, -0.3661, 1.5272], [-3.6905, 5.0715, 2.2720], [3.2338, 7.6107, 4.4954], [0.9056, 6.6481, 2.3588], [-4.2628, 2.8197, 2.2850], [-2.6007, 2.2279, 2.1461], [-3.2379, 2.9853, 2.6048], [1.7895, -3.0568, 1.1664], [-0.4661, 6.3359, -1.0776], [-3.1191, 2.9031, 4.0372], [2.7418, -2.8288, -2.3819], [-0.9416, 8.3619, -0.4468], [-3.2149, -5.7378, -2.7019], [-0.1628, 3.3081, 0.4146], [0.8307, 8.4107, 3.7609], [1.8723, -8.0074, -1.8476], [2.6745, -1.8732, -3.5506], [-2.4174, 4.4865, 1.2451], [0.0550, -0.7364, -4.5050], [-2.6921, -0.3780, -5.4263], [3.2455, 4.1807, -1.4340], [-0.8940, -0.9665, -4.0168], [1.9920, -5.8043, -1.6473], [-2.0272, 3.9635, 5.6692], [5.8023, -1.3271, -2.0289], [0.2181, 2.2220, 2.2575], [-6.2786, -0.0008, 4.3792], [4.2011, -0.1670, 1.0929], [-0.0247, 6.6666, 1.8205], [4.1286, 0.8339, 0.6566], [-0.8994, -5.9956, -4.9687], [0.7469, -4.6023, -4.4068], [-0.5271, -6.4937, -0.5086], [-3.6521, -4.6247, 3.8333], [0.8133, 0.6742, -1.1243], [-1.8623, 7.0346, -2.8208], [4.1277, -0.9099, 0.2926], [2.3437, -0.4063, 1.6192], [-5.9566, 0.0357, 3.3524], [3.5919, 6.1585, -2.4096], [-0.8281, -0.1164, 5.6327], [-0.8182, -0.0373, 4.5469], [-1.7089, -1.7307, 1.5374], [2.7272, 4.4603, -0.5316], [-1.6059, -0.7180, 4.1808], [-1.8051, 4.7036, 3.3496], [1.7885, 2.4454, 0.8034], [0.9337, -9.8807, -2.0083], [-2.4603, 7.4465, -1.6647], [-0.8205, 1.0507, -3.1605], [-1.9227, -1.4267, -5.0446], [0.4746, -0.3924, 1.1934], [-6.5626, 0.8798, 2.4603], [-0.2146, 5.8324, -3.1821], [0.4428, -0.3683, 4.0177], [-1.3937, 0.7793, -0.0705], [-2.8174, 4.4155, 2.2590], [-2.9827, 1.5546, -4.5972], [3.4229, -2.5706, 4.0565], [-0.0134, -8.5232, -0.5568], [4.9754, -3.9244, 3.7802], [-0.7552, -1.7242, -3.2522], [-0.7793, 4.4674, 3.0685], [-1.4419, 7.3955, -0.5458], [-2.1795, -5.9224, -2.9960], [2.1519, -2.2862, -4.4131], [3.3581, 1.9556, -1.3988], [1.1901, -9.1272, -1.2646], [4.1428, -1.5640, -3.8042], [-3.0373, -2.6378, 4.5361], [-2.9413, -5.7240, -5.0367], [-1.5121, -3.5314, 4.6824], [-0.3115, -5.0920, -4.1583], [-2.3446, -7.3825, -4.6547], [4.2563, 3.0545, -3.0697], [1.9335, 5.7611, 2.1711], [0.0411, 0.6867, 0.0834], [3.8981, -2.4194, -1.6296], [2.9052, 6.0105, 3.0849], [3.0031, -3.3317, 4.4650], [-4.7381, 0.1249, 1.4602], [1.9289, -9.6065, -0.6154], [4.4514, -3.1115, 3.2621], [1.3330, 7.5295, 3.3945], [-3.6016, 7.7869, -1.6367], [-2.1591, -2.5370, -5.4212], [-2.3250, 3.8956, 4.5186], [-2.2093, 0.8167, -4.7970], [1.8540, -2.8683, -1.7562], [-1.7433, 5.7543, 3.6433], [0.5390, -3.0747, 1.6069], [0.7330, -6.8231, 0.7003], [4.5775, -2.3011, -4.4869], [-1.5412, 0.3217, -3.5272], [3.6224, 2.8820, -1.8784], [-0.9175, -8.6014, -1.1622], [0.5339, -2.9182, 2.9228], [4.7076, 2.3201, -3.7159], [-1.4752, 1.2959, -5.4548], [3.8229, 5.6043, 3.0668], [0.5342, 6.4018, -0.6558], [0.1628, 7.5139, -2.8111], [-0.0187, -4.2522, 1.3000], [5.2036, -2.3729, 2.9867], [3.7002, 5.0890, -2.3449], [-2.2613, 0.0913, -2.7419], [2.5590, 7.1166, 3.8189], [4.3101, 4.3849, -3.3550], [0.4639, 2.2718, 0.9599], [-0.4764, -1.7374, 0.8145], [-1.7227, -3.7961, -3.3192], [-1.8883, 7.1265, 0.4079], [4.6747, 4.7963, -4.1925], [-0.5213, -2.0937, -0.5768], [-4.8276, -0.4587, 2.7498], [-0.2836, -9.0698, 0.3508], [2.8479, -3.8410, -2.7774], [1.9888, 4.9298, 1.4871], [4.4027, -0.5882, -4.2040], [4.7510, -1.7484, -2.4236], [-1.1707, 0.9540, 4.2303], [-1.2452, -4.7234, -3.0067], [-7.4320, 1.3385, 2.6565], [0.3731, -7.0678, -0.2944], [-4.1785, -1.1783, 3.2204], [-2.6027, -3.3074, 6.0664], [-2.2193, -6.3175, -4.4761]],
  "forces_ev_per_a": [[0.146, -0.049, 0.421], [-0.059, 0.048, -0.088], [-0.042, 0.738, 0.395], [0.344, -0.187, -0.175], [0.118, 0.074, 0.061], [-0.332, 0.846, 0.148], [0.324, 0.223, -0.052], [0.382, 0.289, 0.439], [-0.033, -0.108, 0.111], [0.025, -0.341, 0.060], [0.649, -0.110, 0.480], [0.014, 0.239, -0.009], [0.013, -0.314, -0.311], [0.125, -0.601, -0.071], [-0.016, 0.445, 0.234], [0.083, 0.078, 0.341], [0.076, -0.264, 0.148], [0.500, 0.247, 0.172], [-0.055, -0.338, 0.363], [0.025, -0.013, 0.068], [-0.031, 0.412, -0.288], [-0.105, -0.130, -0.099], [-0.242, 0.677, 0.170], [-0.406, 0.148, 0.005], [-0.512, -0.504, -0.594], [-0.153, 0.079, -0.039], [0.194, 0.195, 0.385], [-0.196, 0.056, -0.045], [-0.132, -0.109, 0.042], [-0.254, -0.257, -0.545], [-0.553, 0.937, -0.660], [0.110, -0.122, 0.079], [0.014, -0.247, -0.073], [-0.194, 0.248, -0.284], [0.017, 0.249, 0.376], [-0.420, 0.227, -0.250], [-0.370, 0.155, 0.009], [-0.182, 0.324, 0.499], [0.142, -0.105, 0.029], [-0.386, 0.138, 0.043], [-0.196, -0.308, -0.057], [-0.323, -0.687, -0.291], [-0.024, 0.016, -0.034], [0.295, 0.061, 0.067], [-0.149, -0.237, -0.011], [0.437, -0.048, -0.091], [0.349, 0.610, 0.190], [0.091, 0.043, -0.050], [0.375, 0.121, 0.148], [0.017, 0.063, 0.123], [-0.114, 0.152, -0.154], [0.162, -0.064, 0.192], [0.268, 0.351, -0.163], [0.057, 0.017, 0.102], [0.300, 0.186, 0.025], [-0.873, -0.190, -0.480], [-0.161, -0.072, 0.346], [-0.026, -0.205, 0.006], [0.176, -0.073, 0.067], [-0.340, 1.343, 0.127], [-0.027, 0.347, 0.089], [-0.042, 0.348, -0.324], [0.302, 0.163, -0.231], [-0.049, -0.108, 0.216], [-0.030, 0.002, 0.590], [-1.463, -1.381, -1.740], [-0.042, -0.275, 0.328], [-0.181, 0.039, -0.109], [-0.268, 0.024, 0.187], [0.067, 0.042, 0.025], [0.196, -0.251, -0.571], [-0.439, -0.387, -0.235], [0.196, -0.116, 0.234], [-0.224, -0.707, 0.945], [0.000, -0.008, -0.060], [0.174, -0.017, 0.002], [-0.071, -0.534, 0.192], [0.384, -0.470, 0.120], [-1.022, -0.100, -0.502], [0.153, -0.326, 0.077], [0.157, -0.097, -0.024], [0.451, 0.070, 0.245], [0.085, -0.462, 0.028], [0.168, -0.051, -0.130], [-0.062, -0.060, -0.020], [-0.023, -0.201, -0.103], [-0.245, 0.885, 0.101], [-0.265, 0.011, 0.005], [0.361, -0.562, -0.305], [-0.662, -0.566, -0.314], [-0.872, 0.696, -0.007], [-0.029, -0.271, 0.002], [0.410, 0.482, 0.033], [-0.260, 0.185, 0.110], [0.079, -0.532, -0.226], [-0.275, 0.064, 0.319], [0.316, -0.365, -0.628], [-0.427, 0.263, -0.043], [-0.274, 0.079, 0.071], [0.072, -0.302, -0.250], [0.832, -1.022, -0.736], [0.536, 0.237, 0.399], [0.150, 0.391, 0.249], [-0.151, -0.040, 0.025], [0.226, 0.598, 0.117], [0.107, -0.086, 0.016], [0.091, -0.061, 0.146], [0.422, 0.213, 0.092], [-0.559, 0.274, 0.267], [0.179, 0.227, -0.303], [-0.012, -0.287, -0.067], [-0.023, 0.043, -0.068], [-0.024, -0.101, -0.053], [-0.061, -0.163, 0.084], [-0.031, -0.155, 0.085], [-0.082, 0.111, 0.106], [-0.014, -0.003, 0.000], [-0.218, 0.326, 0.336], [-0.065, -0.048, -0.509], [-0.053, 0.191, -0.002], [0.197, 0.125, -0.211], [-0.069, 0.426, 0.110], [1.314, -0.904, -0.009], [0.586, 0.212, 0.610], [-0.154, -0.002, 0.159], [-0.188, 0.143, -0.044], [0.102, -0.082, -0.018], [0.307, 0.142, -0.133], [-0.274, -0.066, 0.412], [0.272, 0.035, 0.033], [0.412, -0.025, 0.262], [0.133, -0.027, 0.108], [-0.167, 0.123, 0.109], [0.034, 0.391, -0.068], [0.232, 0.113, 0.291], [0.362, -0.836, -0.229], [0.029, 0.163, -0.214], [-0.881, -0.402, -0.973], [0.280, 0.163, -0.183], [0.106, -0.278, 0.047], [0.852, 0.036, 0.106]],
  "mulliken_charge": [-0.248, 0.441, -0.974, -0.313, -0.373, 0.233, -0.350, 0.180, 0.099, -0.565, 0.370, -0.475, 0.427, -0.593, 0.374, 0.273, 0.408, 0.331, 0.011, -0.360, 0.703, -0.098, 0.441, -0.396, 0.199, 0.385, 0.421, 0.183, 0.403, -0.442, 0.217, 0.233, -0.002, -0.407, 0.263, 0.993, -0.357, -0.627, -0.660, -0.321, 0.384, -0.291, 0.736, 0.074, -0.463, -0.578, -0.018, 0.316, -0.402, -0.372, 0.023, 0.254, -0.716, 0.431, 0.421, -0.096, -0.510, 0.474, -0.137, 0.271, -0.155, 0.331, 0.438, 0.099, 0.476, 0.010, 0.086, 0.331, -0.478, -0.416, -0.402, 0.407, -0.408, -0.664, 0.386, -0.613, -0.391, -0.499, 0.067, 0.517, 0.450, -0.491, -0.630, -0.335, 0.249, 0.109, 0.525, 0.387, -0.952, -0.711, 1.341, -0.346, 0.003, 0.249, -0.377, 0.258, -0.488, -1.208, -0.591, -0.559, 0.215, -0.592, -0.176, 0.513, 0.161, 0.463, 0.279, -0.072, -0.353, 0.195, -0.132, 0.494, 0.262, 0.236, 0.303, 0.263, -0.149, 0.135, -1.018, 0.024, -0.536, 0.031, -0.539, 0.534, 0.022, 0.212, 0.179, -0.206, 0.236, 0.383, 0.061, 0.234, 0.256, 0.519, -0.060, 0.708, 0.171, -0.031, 0.180, 0.328, -0.565],
  "charge": -1,
  "spin_multiplicity": 1,
  "homo_energy_ha": -0.23741
}